A:
Density functional theory data (ωB97M-V/def2-TZVPD) for a 4-piece molecular cluster, C2H14NO3S2 overall.

Element x y z (Å)
N1 0.48294 -1.09069 -0.39726
C1 -0.94701 -0.42276 -0.42094
C2 -1.22835 -0.08676 -1.86377
S1 -0.50134 1.53173 -2.34870
S2 -0.89034 2.74027 -0.77401
H1 0.59932 -1.49041 0.54372
H2 1.23353 -0.40461 -0.49162
H3 0.62987 -1.69180 -1.20417
H4 -0.74328 0.26975 0.38918
H5 -1.57816 -1.23990 -0.10705
H6 -0.89395 -0.87955 -2.54824
H7 -2.30666 -0.09583 -2.09889
H8 -1.82103 3.70364 -1.15159
H9 0.49789 -2.52497 3.02774
H10 1.64580 -1.58790 2.77377
O1 0.98324 -2.11900 2.30321
H11 0.26928 -1.15290 5.63190
H12 -0.84987 -1.69539 4.74224
O2 -0.09668 -1.10867 4.74803
H13 2.70046 -2.71504 0.82928
H14 3.71669 -2.47019 -0.14908
O3 2.78447 -2.25489 -0.01701

Its LUMO energy is -2.83 eV. As for the net charge: +1.

natural (NBO) population analysis, charges in e, atoms 1 to 4: -0.6992 -0.2103 -0.5854 0.1244

---

B:
Density functional theory data (ωB97M-V/def2-TZVPD) for a 4-piece molecular cluster, C2H14NO3S2 overall.

Element x y z (Å)
N1 1.11077 0.36322 0.96956
C1 0.59594 -1.19362 0.77083
C2 1.39388 -1.63444 -0.44072
S1 1.49676 -3.45490 -0.76778
S2 -0.04198 -4.37730 -1.81958
H1 2.13546 0.22019 1.07108
H2 0.49563 0.93551 1.73919
H3 1.02958 0.80985 -0.01521
H4 -0.50171 -1.26075 0.74285
H5 0.82682 -1.79584 1.69344
H6 0.79715 -1.25609 -1.29159
H7 2.37061 -1.32185 -0.52522
H8 -1.16179 -4.35901 -1.03415
H9 1.50074 3.21346 -2.17570
H10 0.47984 2.73341 -3.19688
O1 0.77923 2.55608 -2.21273
H11 -1.91792 1.01596 1.40533
H12 -1.94211 0.24727 2.62288
O2 -1.39164 0.45419 1.83868
H13 -2.33057 3.12933 -0.34630
H14 -3.16216 2.58608 0.82417
O3 -2.56252 2.38925 0.14783

Its LUMO energy is -3.08 eV. As for the net charge: +1.

natural (NBO) population analysis, charges in e, atoms 1 to 4: -0.7692 -0.2005 -0.5909 0.1025

---

A wins, 139.6 kJ/mol ahead of the next structure.